31
Properties=species:S:1:pos:R:3:forces:R:3:lowdin_charge:R:1 method="wB97M-V/def2-TZVPD" spin_multiplicity=3 orbital_gap_ev="5.9 / 7.4" total_charge=0 lumo_ev="0.5 / -3.2" max_force_ha_per_bohr=0.13568
C -3.0361 3.1294 -0.6649 -1.1 2.2 -2.6 -0.178
C 1.9896 -1.6995 1.1853 2.6 1.6 -1.6 -0.041
C -0.4296 -2.3744 0.8915 0.1 1.1 -1.2 -0.022
C 1.2420 -3.5258 -0.6268 2.0 2.9 0.1 -0.028
C 2.0812 1.0531 -1.0436 -0.6 -0.2 2.0 -0.099
C -2.5338 2.0728 0.2205 0.9 -1.9 0.1 -0.308
C 0.9213 -2.1657 0.2035 0.2 -2.3 -1.6 -0.623
N 0.6302 -1.2382 -0.8838 1.6 -6.4 -2.4 -0.047
O -0.4248 0.8089 -1.7625 -1.2 -0.1 -0.8 -0.325
O 0.0576 1.0450 0.7382 -2.1 3.4 0.6 -0.495
O -0.7722 2.6232 2.2235 -0.9 0.9 2.5 -0.293
O -0.3464 3.6077 0.0393 0.3 -1.2 -0.1 -0.305
S 0.4714 0.2621 -0.7862 1.6 4.7 1.5 0.694
S -0.8186 2.4897 0.8255 0.5 -0.8 -1.2 0.609
H -2.7385 4.1606 -0.1915 -0.5 -1.8 -1.6 0.112
H -2.6712 2.9075 -1.7576 -0.1 1.1 2.1 0.112
H -4.1811 3.1534 -0.8584 1.7 -0.3 1.0 0.100
H 3.0192 -1.4898 0.6727 -1.7 -0.6 0.1 0.105
H 1.7920 -0.6336 1.5236 -0.2 -1.7 0.7 0.094
H 2.3130 -2.5299 1.8303 -0.8 0.7 0.6 0.093
H -1.1812 -2.7013 0.1798 -0.1 0.1 -0.2 0.091
H -0.6015 -1.3545 1.1699 -1.1 0.3 1.1 0.063
H -0.4116 -3.0868 1.6721 0.3 -0.5 1.1 0.086
H 1.5778 -4.3238 0.0157 -0.9 -0.6 0.3 0.066
H 0.3728 -3.5878 -1.2881 0.4 -0.9 0.2 0.076
H 2.1977 -3.3183 -1.2171 -1.4 -0.1 0.3 0.092
H 2.2709 1.7013 -0.1379 -0.3 -0.8 -1.1 0.101
H 2.7891 0.2863 -1.1546 1.2 -1.0 0.0 0.034
H 2.0303 1.5897 -1.9339 -0.2 1.2 -1.5 0.042
H -2.5897 1.0324 -0.2517 0.4 1.4 0.9 0.119
H -3.0198 2.1061 1.1672 -0.6 -0.4 0.8 0.074